Record 1
This record from the OMol25 dataset describes C28H26BaF4N2P as an isolated structure at a distorted geometry. The level of theory is ωB97M-V/def2-TZVPD.

Its multiplicity is 1. Its energy above the lowest of the compared OMol25 structures with the same formula, charge and spin is 7.3 kcal/mol. The total charge is +1. The HOMO-LUMO gap is 6.98 eV.

Geometry as XYZ:
```
62
C28H26BaF4N2P ωB97M-V/def2-TZVPD
Ba 0.9106 0.0232 -2.1895
C 0.2436 2.5173 -5.0058
N -0.3067 2.2992 -3.6682
C -1.7645 2.2401 -3.7447
C 0.1050 3.4029 -2.7985
C -0.0392 3.0711 -1.3078
N 0.9291 2.0751 -0.9352
C 1.9698 2.3238 -0.1455
C 3.0064 1.3650 -0.1424
F 2.8862 0.3390 -1.0822
C 4.0975 1.3716 0.6930
F 4.9736 0.3549 0.6093
C 4.2870 2.4088 1.5875
C 3.3281 3.4168 1.5802
F 3.4773 4.4514 2.4141
C 2.2100 3.3886 0.7661
F 1.3290 4.4117 0.8607
H -0.0427 3.5009 -5.4016
H -0.1241 1.7515 -5.6910
H 1.3332 2.4712 -4.9652
H -2.1835 3.1603 -4.1697
H -2.1848 2.1046 -2.7492
H -2.0698 1.4005 -4.3692
H -0.4770 4.3088 -3.0167
H 1.1633 3.6161 -2.9879
H -1.0420 2.6722 -1.0989
H 0.0653 4.0063 -0.7613
H 5.1369 2.4523 2.2464
C -2.9630 -5.6137 0.7567
C -3.6130 -4.3930 0.6803
C -2.8959 -3.2279 0.4607
C -1.5121 -3.2781 0.3254
C -0.8644 -4.5121 0.3885
C -1.5844 -5.6691 0.6191
P -0.4655 -1.7944 0.0397
C 0.8674 -2.0944 1.2446
C 0.5818 -2.3335 2.5895
C 1.6127 -2.5029 3.4967
C 2.9327 -2.4470 3.0767
C 3.2214 -2.2849 1.7322
C 2.1927 -2.1113 0.8219
C -1.4882 -0.4443 0.7250
C -2.5734 -0.0429 -0.0580
C -3.4613 0.9078 0.4112
C -3.2591 1.4917 1.6527
C -2.1524 1.1419 2.4060
C -1.2660 0.1795 1.9475
H -3.5259 -6.5204 0.9175
H -4.6873 -4.3421 0.7846
H -3.4248 -2.2885 0.4009
H 0.2093 -4.5594 0.2615
H -1.0668 -6.6145 0.6826
H -0.4480 -2.4159 2.9079
H 1.3951 -2.6965 4.5360
H 3.7329 -2.5692 3.7902
H 4.2468 -2.2894 1.3960
H 2.4298 -2.0272 -0.2359
H -2.7234 -0.4974 -1.0358
H -4.3191 1.1865 -0.1818
H -3.9584 2.2231 2.0255
H -1.9838 1.6130 3.3620
H -0.4045 -0.0788 2.5457
```

---

Record 2
This record from the OMol25 dataset describes C28H26Cl4N3O3Ru as an isolated structure at a distorted geometry. The level of theory is ωB97M-V/def2-TZVPD.

Its multiplicity is 5. Its expectation value of S² is 6.05. The total charge is +1. The HOMO-LUMO gap (spin up / spin down) is 6.72 / 3.14 eV.

Geometry as XYZ:
```
65
C28H26Cl4N3O3Ru ωB97M-V/def2-TZVPD
Ru 0.0000 0.0000 0.0000
C -0.2927 3.8809 4.4162
C 0.5205 2.8079 4.0624
C 0.2634 2.0978 2.8865
C -0.8043 2.4429 2.0460
C -1.6126 3.5276 2.4200
C -1.3594 4.2415 3.5960
N -0.9805 1.6645 0.8819
N -1.9488 2.0183 0.1717
C -2.2086 1.2902 -1.0302
C -3.3080 1.7413 -1.7781
C -3.6860 1.1280 -2.9788
C -2.9662 0.0389 -3.4639
C -1.8708 -0.4364 -2.7504
C -1.5029 0.1823 -1.5552
H -0.0957 4.4356 5.3300
H 1.3544 2.5213 4.6977
H 0.9037 1.2608 2.6173
H -2.4505 3.8281 1.7968
H -1.9967 5.0786 3.8688
H -3.8834 2.5910 -1.4159
H -4.5432 1.5041 -3.5319
H -3.2591 -0.4378 -4.3959
H -1.2981 -1.2842 -3.1135
C 0.6810 -2.6715 -0.0177
O 0.8798 -1.5929 -0.9132
H 0.9819 -3.6054 -0.4986
H -0.3726 -2.7192 0.2681
H 1.2912 -2.5101 0.8740
H 0.3129 -1.7703 -1.7081
Cl -1.4404 -1.4933 1.2170
C -2.4985 -2.5838 2.1193
Cl -2.8315 -1.9552 3.7372
H -2.0116 -3.5580 2.2096
H -3.4420 -2.6921 1.5788
Cl 6.0652 2.9591 -2.2324
C 5.1500 2.4594 -0.8428
C 5.4459 1.2091 -0.2925
C 4.7496 0.7669 0.8255
C 3.7891 1.5918 1.4080
C 3.4994 2.8539 0.8666
Cl 2.4004 3.8390 1.7752
C 4.1407 3.2949 -0.3076
N 3.9090 4.5667 -0.9228
C 2.6396 5.1818 -1.1059
C 2.5488 6.5359 -0.7287
C 1.3842 7.2725 -0.9385
C 0.2950 6.6679 -1.5503
C 0.3828 5.3380 -1.9640
C 1.5528 4.5753 -1.7691
C 1.5781 3.1762 -2.3542
C 0.6393 2.1720 -1.6760
O -0.5944 2.3230 -1.9233
O 1.2046 1.2488 -1.0178
H 6.2017 0.5736 -0.7439
H 4.9454 -0.2167 1.2416
H 3.2468 1.2432 2.2833
H 4.3463 4.5407 -1.8463
H 3.3996 7.0102 -0.2465
H 1.3293 8.3083 -0.6203
H -0.6244 7.2213 -1.7134
H -0.4773 4.8766 -2.4500
H 2.5918 2.7695 -2.3858
H 1.2847 3.2469 -3.4107
H 1.2324 -0.0913 1.3466
```

---

Record 3
This record from the OMol25 dataset describes C28H26F6IN4O9S3TeW as an isolated structure at a distorted geometry. The level of theory is ωB97M-V/def2-TZVPD.

Its multiplicity is 2. Its expectation value of S² is 0.79. Its energy above the lowest of the compared OMol25 structures with the same formula, charge and spin is 58.5 kcal/mol. The HOMO-LUMO gap (spin up / spin down) is 7.78 / 6.21 eV.

Geometry as XYZ:
```
79
C28H26F6IN4O9S3TeW ωB97M-V/def2-TZVPD
W -1.1869 0.3307 -0.0258
O 0.5989 -2.0146 -2.2893
S 0.8325 -1.2652 -1.0914
O 2.1361 -1.2640 -0.5227
O -0.2446 -1.5634 -0.0147
O 0.3429 0.2149 -1.3281
F 1.3336 2.9308 -0.8469
C 2.2840 2.5116 -0.0152
F 2.9157 1.4796 -0.5279
F 3.1411 3.5009 0.2085
S 1.5074 2.0443 1.5972
O 0.4462 1.0824 1.2800
O 2.5429 1.5924 2.4509
N 0.9412 3.4632 2.0366
S -0.5985 3.7013 2.2529
O -0.7592 4.3048 3.7247
O -1.7083 1.9266 -0.3170
C -0.7684 5.3608 1.4406
F 0.0875 6.2318 1.9383
F -2.0108 5.7831 1.6423
F -0.5528 5.2032 0.1447
I 0.8398 -4.9405 6.1677
C 0.5283 -3.4044 4.8326
C -0.2919 -3.4181 3.7316
N -0.1681 -2.2019 3.1677
N 0.6667 -1.3932 3.8299
C 1.1015 -2.1176 4.8465
H -0.9248 -4.1859 3.3217
H -0.6334 -1.8547 2.3432
H 1.8054 -1.7036 5.5494
C -4.6595 1.0625 -7.5144
C -4.3010 0.6421 -6.1164
C -5.1330 -0.1875 -5.3767
C -4.8122 -0.5867 -4.0829
C -5.7594 -1.5115 -3.3630
C -3.6110 -0.1308 -3.5300
Te -3.2746 -0.8346 -1.5598
N -2.1140 -0.2706 1.4549
C -3.1033 0.5447 1.9462
O -4.2156 0.5854 1.4435
C -2.7355 1.3453 3.1392
C -1.5283 1.1017 3.8435
C -0.9974 2.0555 4.6387
C -1.5919 3.4145 4.6673
C -3.0035 3.4824 4.2068
C -3.5133 2.4981 3.4355
C -2.5082 -2.7081 -2.1269
C -2.2615 -2.9728 -3.4618
C -1.8047 -4.2301 -3.8294
C -1.5944 -5.1922 -2.8580
C -1.8440 -4.9058 -1.5233
C -2.3092 -3.6567 -1.1272
C -2.5619 -3.3592 0.3218
C -2.7397 0.6874 -4.2526
C -1.4153 1.1297 -3.7131
C -3.1129 1.0647 -5.5375
H -5.6571 0.7217 -7.7872
H -3.9515 0.6491 -8.2345
H -4.6297 2.1482 -7.6143
H -6.0606 -0.5388 -5.8137
H -6.6193 -1.7263 -3.9940
H -6.1271 -1.0794 -2.4303
H -5.2791 -2.4633 -3.1212
H -1.0090 0.1622 3.7174
H -0.0626 1.8900 5.1586
H -1.4205 3.9391 5.6035
H -3.5621 4.3852 4.4150
H -4.4922 2.5829 2.9815
H -2.4123 -2.2071 -4.2157
H -1.5975 -4.4429 -4.8692
H -1.2278 -6.1714 -3.1366
H -1.6720 -5.6627 -0.7680
H -2.3147 -4.2240 0.9366
H -3.6129 -3.1066 0.5015
H -1.9562 -2.5208 0.6654
H -1.5270 1.7076 -2.7923
H -0.8991 1.7556 -4.4394
H -0.7766 0.2758 -3.4920
H -2.4427 1.7019 -6.1040
```

---

What is the formula in the first record?
C28H26BaF4N2P